No. 1
ORCA calculation (the ωB97M-V functional and the def2-TZVPD basis) on a cluster of 2 separate species, C7H18 in total.

ORCA input file:
```
! wB97M-V def2-TZVPD RIJCOSX def2/J DEFGRID3
* xyz 0 1
C 1.7596 1.9035 1.9195
C 2.0077 0.8737 0.8238
C 1.8645 -0.5747 1.3079
C 2.3172 -1.5738 0.2292
H 0.7394 1.7524 2.2853
H 1.8460 2.9337 1.5776
H 2.4458 1.7788 2.7586
H 3.0327 0.9746 0.4582
H 1.3072 1.0287 -0.0011
H 2.5141 -0.6630 2.1843
H 0.8381 -0.7829 1.6134
H 2.4809 -2.5831 0.5958
H 3.2379 -1.1892 -0.2134
H 1.5610 -1.5836 -0.5588
C -2.2708 0.9123 -1.9982
C -2.4339 -0.6046 -1.8272
C -2.8905 -1.0021 -0.4477
H -3.2329 1.3917 -1.8029
H -1.9830 1.2164 -2.9997
H -1.5569 1.2441 -1.2434
H -1.4835 -1.0964 -2.0421
H -3.1586 -0.9419 -2.5727
H -3.1200 -2.0645 -0.3298
H -2.1041 -0.9300 0.3219
H -3.7178 -0.4198 -0.0385
*
```

**E_HOMO**: -11.299 eV
**Largest force on an atom**: 1.61 eV/Å
**Energy**: -277.49094 hartree
**Energy relative to the best compared isomer or geometry (same formula, charge and spin)**: 4.69 kcal/mol
**Frontier orbital gap**: 12.4 eV

Here are the natural (NBO) charges for atoms 1 to 6, given in e: -0.6028 -0.3894 -0.3889 -0.6025 0.1994 0.2094

No. 2
ORCA calculation (the ωB97M-V functional and the def2-TZVPD basis) on a structure of composition C23H43Cl3MnN3O8Si.

ORCA input file:
```
! wB97M-V def2-TZVPD RIJCOSX def2/J DEFGRID3
* xyz 0 5
C -2.5862 0.4414 -5.2649
C -1.5854 1.1534 -4.4004
H -3.2648 1.1623 -5.7551
H -3.1930 -0.2417 -4.6449
H -2.0982 -0.1480 -6.0650
C -1.3273 2.4710 -4.4909
C -1.9405 3.4030 -5.4906
H -0.6495 2.9485 -3.7784
H -3.0162 3.5452 -5.3142
H -1.8052 3.0266 -6.5138
H -1.4786 4.3949 -5.4435
Mn -0.4669 -0.4290 2.5939
Cl -2.2755 -0.9520 3.8909
C 2.0824 0.0912 1.2794
O 1.2580 0.4853 2.1643
N 3.2814 0.6563 1.1480
C 3.6433 1.7587 2.0222
C 4.2613 0.1943 0.1710
H 1.8231 -0.7176 0.5787
H 3.6989 1.4115 3.0603
H 2.9171 2.5745 1.9357
H 4.6261 2.1351 1.7233
H 3.7820 -0.5411 -0.4867
H 5.1200 -0.2672 0.6901
H 4.6018 1.0476 -0.4312
H 2.1768 -1.8806 5.1450
H 2.6695 -5.3305 5.3998
C 1.4131 -2.6473 5.3068
C 1.6749 -5.1138 4.9730
N 1.6351 -3.7776 4.3899
H 0.4089 -2.2373 5.1568
C 1.7271 -3.5993 3.1066
O 1.6454 -2.3834 2.6207
H 1.4512 -5.8380 4.1765
H 1.8169 -4.4443 2.4149
H 1.4875 -3.0596 6.3130
H 0.9213 -5.1743 5.7672
H -3.1819 1.2773 -0.4513
H -2.2717 3.8676 -1.2978
C -3.3530 2.0301 0.3414
C -2.0732 4.0777 -0.2318
N -2.1458 2.8294 0.5317
H -3.6264 1.5590 1.2918
C -1.2916 2.5630 1.5479
O -1.3690 1.5533 2.2821
H -1.0642 4.5035 -0.1079
H -0.5165 3.3572 1.6825
H -4.1584 2.6963 0.0049
H -2.8324 4.7910 0.1393
O -1.8461 0.0558 -2.3040
C -0.9565 0.2798 -3.2977
C 0.2686 1.8983 -1.7907
C 0.3715 0.8878 -2.7430
H -0.7095 2.0455 -1.3361
C 1.3658 2.6978 -1.4861
H -0.7003 -0.6909 -3.8125
C 1.6186 0.5203 -3.2381
H 1.2403 3.5186 -0.7776
C 2.6051 2.4245 -2.1002
C 2.7356 1.3081 -2.9369
H 1.6731 -0.3675 -3.8702
H 3.4466 3.0954 -1.9068
H 3.7251 1.0621 -3.3429
Si -2.6020 -1.7255 -0.4773
Cl -0.8367 -0.4309 0.2601
C -3.9388 -1.2395 0.7436
C -1.9108 -3.3103 0.3139
C -3.1732 -1.9387 -2.2184
H -4.1573 -0.1766 0.8079
H -3.6491 -1.5579 1.7606
H -4.8895 -1.7337 0.4912
H -3.7646 -1.0652 -2.5236
H -3.8271 -2.8192 -2.2793
H -2.3229 -2.1132 -2.8911
H -0.8350 -3.4282 0.1429
H -2.4162 -4.2117 -0.0660
H -2.0612 -3.2913 1.4087
O 4.8366 -2.9766 3.8669
Cl 4.4517 -1.7817 3.0461
O 3.8493 -0.7534 3.9857
O 5.6898 -1.1801 2.4263
O 0.1675 -2.2255 2.4635
*
```

**E_HOMO (spin up / spin down)**: -7.950 / -6.994 eV
**Largest force on an atom**: 2.94 eV/Å
**Energy**: -4489.09132 hartree
**Frontier orbital gap (spin up / spin down)**: 7.9 / 4.4 eV

Here are the Mulliken charges for atoms 1 to 6, given in e: -1.5187 0.3878 0.4310 0.2570 0.2918 0.4271

No. 3
ORCA calculation (the ωB97M-V functional and the def2-TZVPD basis) on a structure of composition C3H7ClNS.

ORCA input file:
```
! wB97M-V def2-TZVPD RIJCOSX def2/J DEFGRID3
* xyz 1 1
C -2.3158 0.3480 -0.1764
C -1.3925 -0.4992 0.8808
C -0.9386 0.0900 -0.3038
N 0.1365 0.2424 -0.9687
S 2.9303 -0.6385 -0.8076
Cl 3.8481 0.6153 0.6800
H -2.8625 -0.2789 -0.8451
H -2.6163 1.3460 -0.0257
H -0.8557 -0.2756 1.7973
H -1.5223 -1.5286 0.7770
H 1.2219 -0.1027 -0.8234
H 4.4210 -0.0684 1.6507
H -0.0540 0.7502 -1.8350
*
```

**E_HOMO**: -13.342 eV
**Largest force on an atom**: 3.22 eV/Å
**Energy**: -1031.22729 hartree
**Energy relative to the best compared isomer or geometry (same formula, charge and spin)**: 71.56 kcal/mol
**Frontier orbital gap**: 8.4 eV

Here are the natural (NBO) charges for atoms 1 to 6, given in e: -0.4245 -0.4634 0.4213 -0.6317 -0.2148 0.1349

No. 4
ORCA calculation (the ωB97M-V functional and the def2-TZVPD basis) on a structure of composition C9H27F2NaO12P3.

ORCA input file:
```
! wB97M-V def2-TZVPD RIJCOSX def2/J DEFGRID3
* xyz 0 2
Na 2.4586 17.6607 -1.6173
F 1.2898 17.1798 -3.6937
F 0.7484 16.5499 -0.2266
C 5.0478 10.9602 -4.6828
O 4.4721 12.1422 -5.0879
P 2.8841 12.4624 -4.9505
O 2.0371 11.2851 -5.0826
O 2.6980 13.1315 -3.4819
C 1.6828 14.0681 -3.2504
O 2.5921 13.5877 -5.9980
C 3.0448 13.4240 -7.3365
H 5.4464 10.3408 -5.4862
H 4.1301 10.4114 -4.4711
H 5.7215 11.0708 -3.8330
H 2.1601 14.8969 -2.7275
H 1.0399 13.6223 -2.4914
H 1.2605 14.5572 -4.1282
H 3.7974 14.1538 -7.6350
H 2.1909 13.4437 -8.0137
H 3.6319 12.5073 -7.3928
C 2.7264 16.7765 2.8195
O 3.7025 15.7462 2.6577
P 4.5418 15.6772 1.1887
O 4.3559 16.8363 0.1881
O 6.0270 15.6795 1.7493
C 7.0295 14.7648 1.5185
O 4.2432 14.2128 0.6300
C 2.9667 13.7480 0.4290
H 3.1317 17.7591 3.0612
H 2.1446 16.6333 3.7300
H 2.0085 16.7241 2.0010
H 7.4252 14.3839 2.4600
H 7.8555 15.2174 0.9699
H 6.7503 13.8832 0.9415
H 2.6508 12.9029 1.0406
H 2.7419 13.4768 -0.6025
H 2.2227 14.5215 0.6191
C -2.4154 19.6614 4.2063
O -1.2836 20.4277 3.8325
P -0.1653 20.1648 2.5962
O 0.8196 19.1085 2.9184
O 0.4568 21.6143 2.3567
C 0.6326 22.5482 3.4241
O -1.1928 19.8583 1.3175
C -0.6648 19.1178 0.3135
H -2.4377 18.7132 3.6691
H -3.3202 20.2112 3.9474
H -2.4270 19.2046 5.1959
H 0.3529 23.5292 3.0399
H 1.6587 22.8083 3.6842
H -0.0266 22.3191 4.2613
H -1.0744 19.2822 -0.6831
H -0.9979 18.1238 0.6118
H 0.3746 18.9397 0.0374
*
```

**E_HOMO (spin up / spin down)**: -10.117 / -9.323 eV
**Largest force on an atom**: 5.44 eV/Å
**Energy**: -2648.17574 hartree
**Energy relative to the best compared isomer or geometry (same formula, charge and spin)**: 45.66 kcal/mol
**Frontier orbital gap (spin up / spin down)**: 10.0 / 4.4 eV

Here are the natural (NBO) charges for atoms 1 to 6, given in e: 0.9824 -0.4709 -0.5116 -0.2579 -0.8173 2.5727

No. 5
ORCA calculation (the ωB97M-V functional and the def2-TZVPD basis) on the molecule C4H4O2.

ORCA input file:
```
! wB97M-V def2-TZVPD RIJCOSX def2/J DEFGRID3
* xyz 0 1
C 1.1967 -0.5508 -0.3374
C -0.0795 0.1414 -0.4211
O -0.1215 1.5697 -0.3740
C -0.9290 1.0736 0.6178
C -1.4079 -0.0831 -0.0562
O -2.2978 -1.1074 0.0635
H 1.3300 -0.8725 -1.4011
H 1.2031 -1.5007 0.3908
H 2.0192 0.2289 -0.1969
H -0.9134 1.1009 1.7146
*
```

**E_HOMO**: -9.146 eV
**Largest force on an atom**: 8.98 eV/Å
**Energy**: -305.12089 hartree
**Energy relative to the best compared isomer or geometry (same formula, charge and spin)**: 99.50 kcal/mol
**Frontier orbital gap**: 9.8 eV

Here are the natural (NBO) charges for atoms 1 to 6, given in e: -0.6842 0.2596 -0.4409 0.0879 0.3947 -0.6233

No. 6
ORCA calculation (the ωB97M-V functional and the def2-TZVPD basis) on the ion C18H34B2ClN3O8PS with charge +1.

ORCA input file:
```
! wB97M-V def2-TZVPD RIJCOSX def2/J DEFGRID3
* xyz 1 1
C -3.5184 3.2076 -1.9604
C -2.1065 2.9912 -1.4042
B -1.9628 1.6569 -0.6005
O -2.9562 1.2260 0.1979
N -0.6138 0.8669 -0.7022
C 0.2741 1.4365 0.3712
O 1.0504 2.4322 -0.2258
C 1.0608 0.4905 1.2553
C 2.4145 0.0678 0.7519
C 3.4103 1.1572 0.2935
O 4.4299 0.7859 -0.2653
O 1.2180 1.0832 2.5774
C 1.5473 2.3334 2.6041
N 1.8114 3.4853 2.5889
C 0.1146 -0.7158 1.5978
P -1.3509 -0.1303 2.6409
S -1.3812 -0.7212 4.4909
B 0.8221 -1.8051 2.6016
O 0.1593 -2.9853 2.8151
N 2.1245 -1.5846 3.2378
C 2.9844 -2.7786 3.0874
C 2.0951 -1.2235 4.6509
C -0.3657 -1.4860 0.3313
O -1.4814 -2.1957 0.7329
Cl 0.9580 -2.7062 0.0340
C -0.6907 -0.6189 -0.9569
C -2.0854 -0.9976 -1.4774
C -2.2874 -2.3405 -2.1303
O -3.1105 -2.4419 -3.0271
O -1.5934 -3.3936 -1.6802
C 0.3261 -0.9194 -2.0675
C 0.2647 -0.2074 -3.4428
C 1.4807 0.7484 -3.5527
C -0.9630 0.5879 -3.8788
H -4.2171 3.1909 -1.1409
H -3.7975 2.4825 -2.7061
H -3.5706 4.2067 -2.3585
H -1.3275 3.1398 -2.1435
H -1.9473 3.7724 -0.6546
H -3.1300 1.7535 0.9804
H -0.2326 1.2643 -1.5643
H -0.3631 1.9843 1.0607
H 0.6269 3.2868 -0.1311
H 2.9715 -0.4334 1.5266
H 2.3917 -0.6170 -0.0798
H 3.2208 2.2157 0.4961
H -1.3447 1.2807 2.6533
H -2.5369 -0.4882 1.9960
H 0.0354 -3.1354 3.7548
H 2.9430 -3.1901 2.0920
H 2.7375 -3.5280 3.8314
H 3.9953 -2.4679 3.3115
H 1.6062 -0.2689 4.7738
H 3.0977 -1.1020 5.0310
H 1.5591 -1.9355 5.2791
H -1.2948 -3.1371 0.7353
H -2.8473 -0.9228 -0.7157
H -2.4165 -0.3182 -2.2451
H -1.7556 -4.1091 -2.3028
H 0.3840 -1.9725 -2.2557
H 1.2946 -0.6979 -1.6391
H 0.4419 -0.9230 -4.2292
H 2.3854 0.2565 -3.2377
H 1.5785 1.0842 -4.5709
H 1.2823 1.6333 -2.9501
H -1.3130 1.3463 -3.1867
H -0.7323 1.1022 -4.7970
H -1.8038 -0.0581 -4.1017
*
```

**E_HOMO**: -11.558 eV
**Largest force on an atom**: 3.39 eV/Å
**Energy**: -2721.69744 hartree
**Frontier orbital gap**: 8.1 eV

Here are the natural (NBO) charges for atoms 1 to 6, given in e: -0.5790 -0.8808 1.2962 -0.9503 -0.8023 0.2084